Molecular formula: C3H8NOS
Method: DFT, ωB97M-V/def2-TZVPD

The geometry in XYZ format:
```
14
Properties=species:S:1:pos:R:3:mulliken_charge:R:1
N 2.01 0.94 0.39 -0.23
C 1.05 0.70 -0.45 0.22
C 0.58 -0.61 -0.79 -0.71
C -0.74 -0.96 0.34 -0.47
O -1.75 -0.10 0.81 -0.29
S -2.95 0.39 -0.28 -0.04
H 2.56 0.18 0.78 0.27
H 2.26 1.88 0.66 0.27
H 0.50 1.56 -0.83 0.36
H 0.11 -0.65 -1.77 0.34
H 1.25 -1.43 -0.60 0.33
H -1.17 -1.82 -0.16 0.41
H -0.21 -1.25 1.25 0.35
H -3.52 1.18 0.64 0.18
```

As for the structure (SMILES): [NH2+]=CCCOS. Its charge is +1. The value obtained for the total energy is -17604.7202 eV. The HOMO energy comes out at -12.61 eV. The largest force on an atom comes out at 2.36 eV Å⁻¹. The multiplicity is 1.

---

Molecular formula: C3H8NS
Method: DFT, ωB97M-V/def2-TZVPD

The geometry in XYZ format:
```
13
Properties=species:S:1:pos:R:3:mulliken_charge:R:1
C -0.43 -0.83 2.41 -0.73
S -1.78 0.02 1.44 -0.74
H -0.34 -1.90 2.25 0.20
H -0.41 -0.58 3.47 0.25
H 0.53 -0.40 2.07 0.05
C 0.92 0.79 -2.85 -0.66
C 1.61 -0.08 -0.82 -0.02
N 1.77 -0.04 -2.06 -0.48
H 0.24 0.26 -3.49 0.23
H 0.34 1.49 -2.22 0.30
H 1.54 1.45 -3.46 0.24
H 2.14 -0.75 -0.15 0.27
H 0.90 0.58 -0.30 0.08
```

Its charge is -1. The value obtained for the total energy is -15565.6326 eV. The HOMO energy comes out at -2.24 eV. The largest force on an atom comes out at 1.83 eV Å⁻¹. The multiplicity is 1.

---

Molecular formula: C3H8NS
Method: DFT, ωB97M-V/def2-TZVPD

The geometry in XYZ format:
```
13
Properties=species:S:1:pos:R:3:mulliken_charge:R:1
C -1.05 -1.39 -0.26 -0.88
C -1.13 0.10 -0.13 -0.26
C -0.08 0.84 0.22 0.20
N -0.11 2.22 0.47 -0.49
H -0.05 -1.76 -0.01 0.19
H -1.80 -1.88 0.37 0.26
H -1.24 -1.73 -1.28 0.23
H -2.08 0.58 -0.33 0.21
H 0.89 0.38 0.39 0.04
H 0.73 2.72 0.25 0.22
H -0.95 2.70 0.19 0.19
S 2.82 -1.26 -0.17 -0.85
H 4.05 -1.53 0.28 -0.05
```

Its charge is -1. The value obtained for the total energy is -15566.5660 eV. The HOMO energy comes out at -2.63 eV. The largest force on an atom comes out at 0.28 eV Å⁻¹. The multiplicity is 1.

---

Molecular formula: C3H8NS2
Method: DFT, ωB97M-V/def2-TZVPD

The geometry in XYZ format:
```
14
Properties=species:S:1:pos:R:3:mulliken_charge:R:1
C -0.71 -1.11 0.11 -0.59
C 0.00 -0.10 -0.13 0.27
C 0.73 2.32 -1.40 -0.60
N -1.08 -1.98 1.24 -0.22
S 1.96 2.49 -0.04 -0.20
S 0.26 0.56 -1.68 0.00
H -1.40 -2.10 -1.48 0.14
H 0.56 0.64 0.60 0.13
H 1.23 2.75 -2.28 0.38
H -0.20 2.86 -1.18 0.35
H -1.39 -1.49 2.13 0.40
H -0.33 -2.65 1.44 0.37
H -1.86 -2.53 1.02 0.38
H 3.04 2.22 -0.72 0.17
```

Its charge is +1. The value obtained for the total energy is -26389.0323 eV. The HOMO energy comes out at -12.57 eV. The largest force on an atom comes out at 6.70 eV Å⁻¹. The multiplicity is 1.

---

Molecular formula: C3H8NS3
Method: DFT, ωB97M-V/def2-TZVPD

The geometry in XYZ format:
```
15
Properties=species:S:1:pos:R:3:mulliken_charge:R:1
C 0.53 0.91 0.29 -0.76
C -0.15 0.26 -0.97 -0.58
C -2.44 -0.62 0.13 -0.38
N 1.60 0.07 0.74 -0.08
S -1.07 -1.29 -0.48 0.27
S 1.21 -1.62 1.09 -0.05
S 2.97 0.08 -0.30 -0.04
H 0.88 1.88 0.14 0.43
H -0.25 0.81 1.13 0.31
H -1.04 0.93 -1.34 0.34
H 0.50 -0.05 -1.77 0.55
H -3.17 -1.34 0.36 0.31
H -2.78 0.39 0.08 0.31
H 0.99 -1.21 2.25 0.22
H 2.22 0.79 -1.33 0.15
```

Its charge is +1. The value obtained for the total energy is -37225.7217 eV. The HOMO energy (spin up / spin down) comes out at -12.30 / -12.30 eV. The largest force on an atom comes out at 4.39 eV Å⁻¹. The multiplicity is 1.

---

Molecular formula: C3H8O
Method: DFT, ωB97M-V/def2-TZVPD

The geometry in XYZ format:
```
12
Properties=species:S:1:pos:R:3:mulliken_charge:R:1
C 0.76 1.56 1.42 -1.07
H 1.17 0.60 1.71 0.26
H -0.30 1.56 1.18 0.26
H 1.21 2.02 0.56 0.24
H 0.86 2.19 2.32 0.29
C 0.25 -0.46 -1.39 -0.46
C -0.56 -1.49 -0.96 -0.97
O -2.07 -1.50 -0.94 -0.57
H 0.91 -0.75 -2.22 0.20
H 0.25 0.54 -0.99 0.06
H -0.25 -2.50 -0.66 0.40
H -2.22 -1.75 -0.03 0.36
```

Its charge is -1. The expectation value of S² is 0.75. The value obtained for the total energy is -5284.6494 eV. The HOMO energy (spin up / spin down) comes out at 0.33 / -1.83 eV. The largest force on an atom comes out at 1.68 eV Å⁻¹. The multiplicity is 2.

---

Molecular formula: C3H8O
Method: DFT, ωB97M-V/def2-TZVPD

The geometry in XYZ format:
```
12
Properties=species:S:1:pos:R:3:mulliken_charge:R:1
C -0.89 -0.23 0.34 -0.53
C -1.36 -0.81 1.48 -0.22
C -2.58 -0.30 2.45 -0.85
H -0.44 -0.74 -0.53 0.27
H -1.09 0.92 0.37 0.16
H -1.26 -1.78 1.67 0.34
H -3.47 -0.85 2.23 0.26
H -2.36 -0.65 3.46 0.27
H -2.62 0.82 2.49 0.29
O 5.27 1.55 -4.70 -0.66
H 5.66 1.15 -3.84 0.33
H 5.14 0.93 -5.42 0.32
```

As for the structure (SMILES): C=CC.O. Its charge is 0. The value obtained for the total energy is -5286.1092 eV. The HOMO energy comes out at -9.50 eV. The largest force on an atom comes out at 4.84 eV Å⁻¹. The multiplicity is 1.

---

Molecular formula: C3H8O
Method: DFT, ωB97M-V/def2-TZVPD

The geometry in XYZ format:
```
12
Properties=species:S:1:pos:R:3:mulliken_charge:R:1
C -0.83 1.00 -1.99 -0.02
O -1.27 1.70 -1.18 -0.33
H -0.91 1.13 -3.10 0.24
H -0.54 0.00 -1.74 0.11
C 0.16 -0.19 1.63 -0.83
C 0.73 -0.88 0.36 -0.74
H 0.80 0.77 1.91 0.22
H 0.01 -0.81 2.52 0.32
H -0.77 0.26 1.44 0.28
H 1.56 -1.47 0.53 0.42
H -0.15 -1.42 -0.15 0.17
H 1.20 -0.08 -0.24 0.17
```

As for the structure (SMILES): C=O.CC. Its charge is 0. The value obtained for the total energy is -5286.4898 eV. The HOMO energy comes out at -10.05 eV. The largest force on an atom comes out at 4.14 eV Å⁻¹. The multiplicity is 1.

---

Molecular formula: C3H8O
Method: DFT, ωB97M-V/def2-TZVPD

The geometry in XYZ format:
```
12
Properties=species:S:1:pos:R:3:mulliken_charge:R:1
C -0.47 -0.90 1.95 -0.96
H -1.06 -0.06 1.56 0.14
H 0.59 -0.77 2.19 0.28
H -0.96 -0.97 2.93 0.30
H -0.58 -1.71 1.23 0.26
C -0.28 0.11 -1.67 -0.57
C 0.94 0.79 -1.63 0.38
O 1.33 1.41 -0.55 -0.29
H -0.25 -0.84 -2.20 0.32
H -1.21 0.34 -1.15 0.40
H 1.41 0.94 -2.61 0.37
H 0.54 1.67 -0.06 0.38
```

Its charge is +1. The expectation value of S² is 0.75. The value obtained for the total energy is -5277.3329 eV. The HOMO energy (spin up / spin down) comes out at -16.06 / -16.07 eV. The largest force on an atom comes out at 1.92 eV Å⁻¹. The multiplicity is 2.

---

Molecular formula: C3H8O2
Method: DFT, ωB97M-V/def2-TZVPD

The geometry in XYZ format:
```
13
Properties=species:S:1:pos:R:3:mulliken_charge:R:1
C 0.21 1.20 -0.86 -0.78
C 0.94 0.56 0.05 -0.16
C 0.34 -0.07 1.28 -0.23
O -1.02 -0.38 1.04 -0.50
H -0.86 1.31 -0.74 0.26
H 0.66 1.63 -1.75 0.27
H 2.02 0.45 -0.07 0.28
H 0.91 -0.97 1.56 0.28
H 0.42 0.64 2.12 0.29
H -1.41 -0.70 1.86 0.27
O -0.89 -1.42 -1.83 -0.67
H 0.01 -1.10 -1.66 0.36
H -1.33 -1.15 -1.01 0.33
```

As for the structure (SMILES): C=CCO.O. Its charge is 0. The value obtained for the total energy is -7334.6805 eV. The HOMO energy comes out at -9.90 eV. The largest force on an atom comes out at 0.37 eV Å⁻¹. The multiplicity is 1.

---

Molecular formula: C3H8O2
Method: DFT, ωB97M-V/def2-TZVPD

The geometry in XYZ format:
```
13
Properties=species:S:1:pos:R:3:mulliken_charge:R:1
C 1.34 -0.39 0.86 -1.17
C 0.45 -0.02 -0.31 0.44
O 0.16 -1.20 -1.04 -0.57
C -0.87 0.61 0.13 -0.62
O -1.66 0.82 -1.03 -0.52
H 0.76 -0.65 1.75 0.31
H 2.03 0.41 1.12 0.32
H 1.92 -1.27 0.57 0.33
H 0.97 0.71 -0.96 0.22
H -0.49 -0.94 -1.70 0.34
H -1.36 -0.09 0.83 0.36
H -0.71 1.56 0.66 0.25
H -2.54 0.45 -0.87 0.31
```

As for the structure (SMILES): C[C@@H](O)CO. Its charge is 0. The value obtained for the total energy is -7335.3600 eV. The HOMO energy comes out at -10.11 eV. The largest force on an atom comes out at 0.31 eV Å⁻¹. The multiplicity is 1.

---

Molecular formula: C3H8O2
Method: DFT, ωB97M-V/def2-TZVPD

The geometry in XYZ format:
```
13
Properties=species:S:1:pos:R:3:mulliken_charge:R:1
C 1.67 -1.33 0.90 -0.59
C 0.91 -0.57 0.19 -0.23
C 0.96 0.97 0.27 -0.34
O 1.99 1.69 -0.65 -0.52
H 2.00 -2.33 0.84 0.31
H 1.89 -0.76 1.80 0.22
H 0.41 -1.11 -0.56 0.38
H 1.40 1.42 1.08 0.29
H -0.06 1.43 0.00 0.17
H 2.30 0.94 -1.15 0.31
O -4.72 -0.25 -1.17 -0.62
H -4.12 0.53 -1.17 0.32
H -4.62 -0.62 -0.37 0.29
```

As for the structure (SMILES): C=CCO.O. Its charge is 0. The value obtained for the total energy is -7332.9643 eV. The HOMO energy comes out at -10.43 eV. The largest force on an atom comes out at 5.01 eV Å⁻¹. The multiplicity is 1.

---

Relative energy (zero: lowest compared OMol25 entry of this formula, charge and spin), respectively: 165.2, 136.0, 46.0, 507.3, 397.2, 179.9, 197.0, 160.2, 101.3, 132.2, 66.6, 297.8 kJ/mol.